36
Properties=species:S:1:pos:R:3:forces:R:3:lowdin_charge:R:1 method="wB97M-V/def2-TZVPD" largest_force_ha_per_bohr=0.08123 homo_energy_ev=-10.33 smiles="NCCC=O.O.O.O.O.O.O.O.O"
N -2.393947 1.821374 -1.552545 1.4 3.0 0.5 0.01
C -1.570343 2.028584 -0.299502 0.6 3.3 -2.5 -0.30
C -1.329275 0.718104 0.277072 0.1 -2.3 0.1 -0.19
C -0.651089 -0.198826 -0.715319 1.0 -2.0 -2.0 -0.16
O -0.779331 -1.424249 -0.857710 -1.7 2.5 1.4 -0.04
H -2.667814 2.805437 -1.864579 0.3 -2.0 0.3 0.11
H -3.201351 1.349753 -1.283236 -2.0 -0.8 0.3 0.03
H -0.661173 2.543354 -0.786494 -0.7 -1.0 1.4 0.13
H -1.963282 2.780556 0.442783 0.0 -0.9 -0.6 0.13
H -2.296398 0.250834 0.521753 0.2 0.0 0.2 0.13
H -0.712253 0.718678 1.167360 0.1 0.1 0.3 0.12
H 0.088592 0.175911 -1.471778 -0.4 0.8 0.8 0.14
O -3.501965 0.550233 3.394431 0.5 -0.2 -0.4 -0.08
H -2.571428 0.406125 3.617211 -0.1 0.4 0.4 0.02
H -3.666046 -0.351546 3.085658 -0.6 0.2 0.3 0.00
O -2.330259 -1.847180 3.291982 0.0 3.1 2.5 0.00
H -2.336310 -1.610635 2.401673 0.3 -0.6 -2.3 -0.01
H -2.445821 -2.726960 3.507806 -0.2 -2.8 -0.2 0.02
O 1.243814 -2.420823 -1.931109 -0.2 -0.7 0.4 -0.07
H 0.319798 -2.515443 -1.590457 1.3 0.3 -0.5 0.02
H 1.142492 -1.977230 -2.768011 -0.2 0.0 -0.5 0.02
O 2.546275 1.613647 -1.898937 0.1 -0.2 -1.2 -0.07
H 3.439377 1.806125 -1.579808 -0.8 0.0 0.6 0.05
H 1.911609 1.491298 -1.180017 0.8 0.4 0.3 -0.02
O 1.828177 2.073042 0.618372 -0.2 -2.1 3.3 -0.11
H 2.152963 1.203243 1.074886 -0.2 1.8 -1.7 0.08
H 1.345266 2.423982 1.411427 0.4 0.1 -1.3 0.07
O 3.760225 -0.644040 -3.323879 0.7 3.4 0.4 -0.09
H 3.743664 0.376747 -3.146562 0.6 -2.6 -0.6 0.07
H 2.837737 -0.713185 -3.145475 -1.3 -0.9 0.2 -0.03
O -0.587910 -2.838943 1.357335 -2.0 -2.6 0.8 -0.05
H -1.434199 -3.171127 0.942930 1.5 0.3 0.7 0.08
H -0.422170 -2.112593 0.812754 0.7 1.7 -1.4 -0.05
O 3.497252 -0.483901 0.617245 1.5 -2.4 -0.8 -0.10
H 3.608292 -0.953304 -0.259367 -0.7 1.2 0.7 0.06
H 4.056832 -1.147046 1.112111 -0.9 1.3 0.0 0.07

=====

85
Properties=species:S:1:pos:R:3:forces:R:3:lowdin_spin:R:1 method="wB97M-V/def2-TZVPD" largest_force_ha_per_bohr=0.01578 spin_multiplicity=6 homo_energy_ev="-9.92 / -9.93" charge=+1 s_squared=8.76
Sm 0.541746 0.215658 -1.081234 0.3 -0.1 0.7 5.06
C -1.288698 -0.428995 2.708945 0.2 0.0 -0.1 0.00
C -0.664188 0.917624 3.060659 0.0 0.0 -0.1 0.00
S -0.340547 1.977309 1.605312 0.0 0.1 0.1 0.00
C 0.991345 3.018024 2.284188 0.0 -0.2 -0.1 0.00
C 2.292675 2.304465 2.699682 0.0 -0.1 -0.1 0.00
S 2.331665 0.637319 2.000164 0.0 -0.1 0.0 0.00
C 4.011799 0.135530 2.419256 -0.1 -0.2 -0.2 0.00
C 4.207113 -1.361511 2.073835 -0.2 0.1 0.0 0.00
S 3.078289 -2.078712 0.826817 0.0 0.2 0.1 0.00
C 1.904661 -3.020587 1.848873 0.0 0.2 0.0 0.00
C 0.856463 -2.237889 2.637326 0.0 -0.1 -0.1 0.00
S -0.368593 -1.468031 1.538552 0.0 0.1 -0.1 0.00
H -2.252553 -0.287043 2.233356 -0.1 0.0 0.0 0.00
H -1.436245 -1.014798 3.617680 0.0 0.0 0.0 0.00
H 0.287862 0.767696 3.565859 0.0 0.0 0.0 0.00
H -1.333872 1.462596 3.727279 0.0 0.0 0.0 0.00
H 0.573993 3.573894 3.121492 0.0 0.1 0.0 0.00
H 1.184960 3.726651 1.480702 0.0 0.0 0.0 0.00
H 2.370026 2.232186 3.784235 0.0 0.0 0.0 0.00
H 3.161419 2.854985 2.332277 0.0 0.1 0.0 0.00
H 4.157888 0.299662 3.484709 0.1 0.0 0.1 0.00
H 4.719080 0.765302 1.877648 0.0 0.0 0.0 0.00
H 4.124564 -1.974473 2.970725 0.0 0.0 0.0 0.00
H 5.201630 -1.516207 1.662935 0.1 0.0 0.1 0.00
H 2.488309 -3.630116 2.538750 0.0 -0.1 0.0 0.00
H 1.428186 -3.697049 1.135188 0.0 0.0 0.1 0.00
H 1.314365 -1.462945 3.246347 0.1 0.0 0.1 0.00
H 0.313124 -2.931216 3.282402 0.0 0.0 0.0 0.00
O -0.580929 2.221033 -2.040598 0.1 0.0 -0.2 -0.01
C 0.205988 2.719649 -3.147486 0.0 0.3 0.1 0.00
C 0.692078 4.108778 -2.785424 -0.1 0.1 0.1 0.00
C 1.183093 4.205318 -1.335714 0.1 -0.1 -0.1 0.00
C 2.511450 3.541357 -1.123958 0.0 -0.1 0.1 0.00
C 3.671278 4.305523 -1.234637 0.0 0.1 0.0 0.00
C 4.903109 3.718093 -1.038386 0.1 0.0 0.0 0.00
C 4.944137 2.366378 -0.730280 0.1 0.0 0.0 0.00
C 3.755311 1.675274 -0.648911 -0.1 0.1 0.0 0.00
N 2.545420 2.228191 -0.839849 0.0 0.3 -0.2 0.00
H -1.231892 1.597287 -2.404907 -0.2 0.1 -0.1 0.00
H -0.415416 2.770980 -4.035964 -0.1 -0.1 -0.1 0.00
H 1.027972 2.035435 -3.354826 0.2 -0.1 0.0 0.00
H -0.132939 4.811399 -2.909539 0.0 0.0 0.0 0.00
H 1.481894 4.397730 -3.481471 0.0 0.1 0.0 0.00
H 0.435527 3.750376 -0.690769 -0.1 0.0 0.1 0.00
H 1.263206 5.255022 -1.058086 0.0 0.1 0.0 0.00
H 3.587233 5.358742 -1.473710 0.0 0.0 0.0 0.00
H 5.813739 4.297238 -1.120338 0.0 0.0 0.0 0.00
H 5.880750 1.846558 -0.574182 0.0 0.0 0.0 0.00
H 3.767140 0.617863 -0.441910 0.0 -0.1 0.0 0.00
S 2.682246 -0.320375 -2.777527 0.0 0.0 0.1 -0.01
C 1.951879 -1.854467 -2.580614 0.0 -0.3 -0.1 0.00
N 1.095334 -2.125944 -1.618961 -0.2 -0.5 -0.2 -0.01
C 0.590221 -3.428462 -1.743849 0.1 0.2 0.1 0.00
C -0.363873 -4.031921 -0.924986 0.0 0.0 0.0 0.00
C -0.740146 -5.341043 -1.175401 0.0 0.1 0.1 0.00
C -0.180244 -6.062896 -2.230907 0.0 0.0 0.0 0.00
C 0.763392 -5.476093 -3.054755 0.0 0.0 0.0 0.00
C 1.137069 -4.160694 -2.801787 0.0 0.0 -0.1 0.00
S 2.259003 -3.163290 -3.676054 0.0 -0.1 0.0 0.00
H -0.800193 -3.476900 -0.105617 0.1 -0.1 0.0 0.00
H -1.479257 -5.814670 -0.538673 0.0 0.0 0.0 0.00
H -0.489702 -7.085127 -2.411652 0.0 0.1 0.0 0.00
H 1.201455 -6.023907 -3.881188 0.0 0.0 0.1 0.00
C -6.352750 0.541261 -0.504892 0.1 0.0 0.1 0.00
N -5.045050 0.777200 0.121522 -0.1 0.1 0.0 0.00
C -4.815384 2.180770 0.459530 0.0 -0.1 -0.1 0.00
C -4.008350 -0.072458 -0.086549 0.2 -0.1 0.0 0.00
S -2.441226 0.526499 -0.330195 -0.6 0.3 0.1 0.00
N -4.279985 -1.392732 -0.074881 0.0 -0.2 0.0 0.00
C -3.357845 -2.372694 -0.641802 -0.1 0.1 0.1 0.00
C -5.317092 -1.978423 0.774121 0.0 0.1 -0.2 0.00
H -6.583252 1.387682 -1.153700 0.0 0.0 0.0 0.00
H -7.147823 0.452234 0.236644 0.0 0.0 0.0 0.00
H -6.331789 -0.351761 -1.119172 0.1 -0.1 0.0 0.00
H -5.727306 2.566455 0.916120 0.0 0.0 0.0 0.00
H -4.581917 2.771294 -0.429899 0.0 0.0 0.0 0.00
H -3.991668 2.277019 1.159051 0.0 0.0 0.0 0.00
H -2.687554 -1.896846 -1.348129 0.1 0.1 -0.1 0.00
H -3.936004 -3.138908 -1.160443 0.0 0.0 0.0 0.00
H -2.770164 -2.848754 0.146213 0.0 0.1 0.0 0.00
H -5.711657 -1.239975 1.463279 0.0 0.1 0.0 0.00
H -4.866362 -2.783994 1.355621 0.0 0.0 0.0 0.00
H -6.135366 -2.402870 0.190375 0.0 0.0 0.0 0.00
F -0.703271 -0.242731 -2.663880 -0.1 0.0 -0.2 -0.01

=====

28
Properties=species:S:1:pos:R:3:forces:R:3:lowdin_charge:R:1 method="wB97M-V/def2-TZVPD" largest_force_ha_per_bohr=0.06341 homo_energy_ev=-7.40 smiles="Cc1c[nH]c2ccccc12.CC(N)=O"
C -1.595418 3.863214 1.143909 -2.1 -1.1 -1.2 -0.05
C -0.924014 2.589528 0.787650 0.2 -0.5 1.0 -0.25
C 0.006787 2.418302 -0.162016 0.9 0.2 -0.8 -0.07
N 0.422513 1.098954 -0.271167 -0.2 0.9 -0.2 0.09
C -0.315181 0.379935 0.624921 0.0 -0.7 0.4 -0.20
C -0.289881 -1.001124 0.891512 -1.2 1.8 1.0 -0.01
C -1.133680 -1.461326 1.889930 0.5 1.5 -1.1 -0.10
C -1.984240 -0.599033 2.572650 0.1 1.2 -0.6 -0.11
C -2.028512 0.775127 2.302195 -0.2 -0.5 0.6 -0.02
C -1.155936 1.280946 1.332916 -0.2 -0.4 0.0 -0.14
H -2.655726 3.575316 1.392180 0.8 0.7 0.0 0.09
H -1.633443 4.410402 0.213927 -0.3 0.5 -0.3 0.07
H -1.217441 4.537856 1.867037 0.7 0.2 1.1 0.06
H 0.407398 3.219960 -0.764818 0.2 -0.3 -0.2 0.12
H 1.003473 0.726053 -1.015554 -0.2 -0.1 0.3 0.11
H 0.337282 -1.634325 0.356398 1.0 -1.1 -0.9 0.07
H -1.156164 -2.483866 2.066180 -0.1 -1.7 0.5 0.07
H -2.642299 -1.017949 3.278323 -0.7 -0.3 0.9 0.08
H -2.729438 1.426835 2.869639 0.6 -0.5 -0.5 0.12
C 2.789816 -2.620594 -1.515871 1.1 0.6 -1.3 0.00
C 1.803984 -1.948528 -2.431912 1.0 0.2 0.7 -0.60
N 1.429576 -2.686300 -3.472017 -2.1 2.3 -1.0 0.18
O 1.437516 -0.802229 -2.254748 -0.3 0.2 0.0 0.03
H 2.691075 -3.673620 -1.485313 -0.1 -1.2 -0.2 0.06
H 2.607022 -2.267436 -0.553858 0.0 0.8 1.7 0.05
H 3.833492 -2.366448 -1.839042 -0.9 -0.1 0.3 0.11
H 0.836602 -2.215554 -4.163905 0.5 -0.6 0.4 0.14
H 1.854828 -3.524088 -3.659159 0.9 -2.2 -0.6 0.07

=====

Going through the records in order, we get relative energy (zero: lowest compared OMol25 entry of this formula, charge and spin) values of 2.603; 0.443; 0.495 eV.